ORCA calculation (ωB97M-V/def2-TZVPD) on 9 unconnected molecules or ions with the total composition C49H104N3O16 in a non-equilibrium geometry.

The geometry in XYZ format:
```
172
Properties=species:S:1:pos:R:3:mulliken_charge:R:1
C -3.67351 -0.39250 1.28141 -1.152
C -3.18639 -1.48202 2.15490 1.195
C -4.08635 -2.31957 2.85674 0.456
C -5.57088 -2.16278 2.79142 -1.194
C -6.13275 -0.84881 3.43657 -0.868
C -7.30627 -0.34576 2.64584 0.303
C -8.53165 -1.02244 2.68521 -0.196
C -9.61470 -0.58961 1.92716 -0.826
C -9.50174 0.52109 1.11224 -0.489
C -8.29569 1.21757 1.07766 -0.858
C -7.21097 0.78931 1.84469 -0.061
C -3.53201 -3.31330 3.59472 -0.407
C -2.15670 -3.46616 3.69521 -0.580
N -1.33423 -2.68266 3.04050 -1.262
N -1.88566 -1.74861 2.29976 1.369
C -0.88435 -0.93967 1.55426 -1.456
C -0.66382 -1.50300 0.12657 -0.891
C -0.76302 -0.49333 -1.02380 -0.262
C -0.14288 0.86532 -0.75669 -0.471
N -0.15481 1.63419 -2.02467 -0.418
H -3.80321 0.49527 1.90113 0.298
H -2.98493 -0.12383 0.49336 -0.133
H -4.64597 -0.63227 0.87175 0.405
H -6.02796 -3.01246 3.28238 0.553
H -5.85916 -2.18617 1.74158 0.596
H -5.36980 -0.08591 3.51001 0.678
H -6.45700 -1.12043 4.43599 0.330
H -8.63237 -1.88972 3.32399 0.404
H -10.56846 -1.09099 1.94322 0.428
H -10.34830 0.83767 0.52751 0.430
H -8.21004 2.09093 0.44910 0.400
H -6.29663 1.36570 1.81649 0.393
H -4.16895 -4.00024 4.12998 0.413
H -1.72312 -4.24588 4.29608 0.457
H 0.03875 -1.04014 2.10650 0.608
H -1.15580 0.10559 1.58621 0.634
H -1.39771 -2.29114 -0.03158 0.384
H 0.29679 -2.00508 0.11683 0.404
H -0.25393 -0.94022 -1.87547 -0.170
H -1.80691 -0.39712 -1.32054 0.487
H -0.74118 1.39677 -0.01033 0.367
H 0.88449 0.75701 -0.42419 0.263
H -1.06147 1.46409 -2.44926 0.225
H -0.16332 2.62599 -1.81351 0.254
C 0.45311 -1.45542 -4.48150 -0.665
O 0.33761 -2.66025 -3.74085 -0.260
C -0.33250 -3.69360 -4.45074 -0.594
C 0.64167 -4.68558 -5.04654 -0.531
O 1.43990 -4.09143 -6.05436 -0.393
C 2.74628 -3.75178 -5.62016 -0.657
H 1.15857 -0.81410 -3.95837 -0.061
H 0.82268 -1.63105 -5.49337 0.575
H -0.51590 -0.94420 -4.53084 0.320
H -0.96584 -3.27086 -5.23596 0.367
H -0.97911 -4.21571 -3.73759 0.371
H 0.07443 -5.49663 -5.51380 0.382
H 1.26818 -5.12068 -4.26186 0.320
H 3.35876 -4.65173 -5.50285 0.360
H 2.72936 -3.19983 -4.67733 0.249
H 3.19391 -3.12335 -6.38782 0.225
C -3.67171 -1.53740 6.92027 -0.343
O -4.93421 -1.25437 7.48106 -0.432
C -5.76533 -2.40041 7.60744 -0.200
C -5.75561 -2.95450 9.01381 -0.799
O -4.47854 -3.46239 9.36124 -0.393
C -3.72827 -2.58915 10.19096 -0.729
H -3.04256 -0.65857 7.05585 0.335
H -3.19281 -2.39371 7.40452 0.426
H -3.77413 -1.73594 5.84484 -0.118
H -5.45557 -3.17784 6.89941 0.146
H -6.78467 -2.09411 7.35176 0.452
H -6.46541 -3.78545 9.06812 0.408
H -6.07728 -2.18937 9.72548 0.369
H -4.13260 -2.58363 11.20752 0.342
H -3.71784 -1.56864 9.80087 0.320
H -2.70748 -2.96579 10.22499 0.246
C 5.05427 3.31628 -1.98672 -0.670
O 4.50227 4.13399 -3.00117 -0.384
C 4.95711 3.79157 -4.30361 0.230
C 3.93084 2.98336 -5.06291 -0.527
O 3.72131 1.70918 -4.47077 -0.272
C 2.54050 1.64057 -3.69322 -1.006
H 4.50119 3.51145 -1.06861 0.238
H 4.96914 2.25423 -2.23191 0.248
H 6.10766 3.56611 -1.81972 0.313
H 5.90474 3.24880 -4.24883 -0.182
H 5.13529 4.72753 -4.84260 0.174
H 4.29986 2.81424 -6.07911 0.385
H 2.98800 3.53410 -5.13385 0.307
H 1.65743 1.61037 -4.33925 0.386
H 2.45440 2.48265 -3.00388 0.411
H 2.57633 0.71916 -3.11302 0.257
C -0.83086 0.01437 5.00827 -0.643
O -0.66928 1.02222 5.97490 -0.400
C 0.38944 0.75107 6.89003 -0.405
C 1.64360 1.51326 6.53122 -0.638
O 2.18032 1.07851 5.28948 -0.392
C 1.89196 1.95265 4.21389 -0.652
H -1.50145 0.40290 4.23662 0.183
H 0.11915 -0.26589 4.54329 0.460
H -1.29205 -0.87561 5.45311 0.136
H 0.59818 -0.32234 6.92485 0.297
H 0.05149 1.06291 7.88178 0.449
H 2.39914 1.32557 7.29899 0.393
H 1.44396 2.58814 6.51014 0.329
H 2.49021 2.86600 4.28652 0.368
H 0.83177 2.21910 4.17976 0.274
H 2.15902 1.43710 3.29152 0.201
C 4.67806 6.68832 -7.90225 -0.633
O 3.35350 6.82256 -7.41829 -0.369
C 3.28536 7.33060 -6.09516 -0.226
C 2.93466 8.80159 -6.07065 -0.719
O 3.96133 9.59724 -6.63810 -0.376
C 3.68781 10.01054 -7.96552 -0.710
H 4.61977 6.49625 -8.97212 0.269
H 5.26274 7.59603 -7.73743 0.322
H 5.18040 5.84106 -7.42119 0.225
H 4.22788 7.15679 -5.56661 0.275
H 2.49894 6.77327 -5.57502 0.343
H 2.81724 9.11696 -5.02887 0.382
H 1.98393 8.97237 -6.58468 0.360
H 2.91728 10.78878 -7.97537 0.318
H 3.36609 9.17508 -8.59143 0.314
H 4.60674 10.42527 -8.37593 0.244
C -13.07564 3.38727 6.33303 -0.713
O -12.73886 2.07847 6.75998 -0.376
C -13.36926 1.05797 6.00392 -0.649
C -12.42685 0.45001 4.98927 -0.404
O -12.05531 1.38176 3.98419 -0.364
C -10.77497 1.94872 4.19260 -0.484
H -12.39519 4.07902 6.82658 0.241
H -12.97107 3.49945 5.25129 0.311
H -14.10090 3.63539 6.62585 0.332
H -14.26419 1.44214 5.50596 0.337
H -13.68139 0.27753 6.70484 0.387
H -12.93491 -0.38198 4.49077 0.392
H -11.53882 0.05265 5.49119 0.309
H -9.99408 1.21839 3.95697 0.052
H -10.65657 2.32346 5.21159 0.402
H -10.66999 2.79033 3.50785 0.264
C 9.77795 -1.44131 -4.94441 -0.605
O 9.46886 -0.49600 -3.93496 -0.333
C 9.46424 0.84354 -4.40025 -0.880
C 8.05801 1.34444 -4.64422 -0.182
O 7.42796 0.65360 -5.70979 -0.405
C 6.53238 -0.35641 -5.27179 -0.407
H 9.54869 -2.43175 -4.55276 0.077
H 9.18816 -1.27739 -5.84896 0.351
H 10.84420 -1.39883 -5.19261 0.336
H 10.06163 0.93841 -5.31174 0.375
H 9.92978 1.46072 -3.62502 0.418
H 8.10602 2.40284 -4.92336 0.385
H 7.46453 1.26202 -3.72731 0.234
H 5.61686 0.09045 -4.87000 0.019
H 6.98923 -0.99881 -4.51477 0.362
H 6.27334 -0.96505 -6.13717 0.250
C 8.13378 -5.93280 -2.14132 -0.784
O 8.99069 -5.24931 -3.03609 -0.336
C 10.25626 -4.93266 -2.47345 -0.309
C 11.32996 -5.89553 -2.92819 -0.592
O 11.10639 -7.20662 -2.43438 -0.370
C 10.54357 -8.08248 -3.39447 -0.710
H 7.28959 -6.30952 -2.71722 0.263
H 8.63803 -6.77530 -1.66249 0.340
H 7.75737 -5.25013 -1.37111 0.303
H 10.20000 -4.91531 -1.38119 0.344
H 10.51858 -3.92561 -2.81286 0.273
H 12.29327 -5.55893 -2.53260 0.377
H 11.39674 -5.90043 -4.02024 0.328
H 11.29100 -8.36478 -4.14354 0.321
H 9.68172 -7.63487 -3.89499 0.314
H 10.22015 -8.98024 -2.87024 0.244
```

Charge: +1
Multiplicity: 1
Total energy in eV: -89713.453
ΔE to the lowest compared entry with this formula, charge and spin in eV: 0.000
HOMO in eV: -10.220